Computed, not measured: an isolated ion of composition HN2O2S and charge +1 in a non-equilibrium geometry, with wB97M-V/def2-TZVPD.

For the orbital gap, the calculation gives 11.242 eV. The net charge is +1. The energy relative to the best compared isomer or geometry (same formula, charge and spin) is 80.5 kJ/mol. As for the spin multiplicity: 1. The value obtained for the HOMO energy is -18.4 eV.

Structure (XYZ):
```
6
Properties=species:S:1:pos:R:3:forces:R:3
S 1.48333 1.02585 -0.51927 -3.7435 2.2378 1.0175
O 1.42434 1.99254 0.54174 0.3874 -1.6164 -1.5094
O 0.21058 0.08574 -0.54374 -1.2071 0.5915 1.1202
N 2.92862 -0.45245 0.01872 2.2070 -2.9333 0.9824
N 3.58981 -1.32920 0.10372 -1.0169 1.4595 -0.1784
H -0.71632 0.12519 0.03320 3.3732 0.2609 -1.4323
```
Forces are in eV/Å.